C4H25NO9 | ωB97M-V/def2-TZVPD

ORCA input file:
```
! wB97M-V def2-TZVPD RIJCOSX def2/J DEFGRID3
* xyz 0 1
N 2.797 1.514 1.990
C 1.678 0.641 1.621
C 0.733 1.555 0.864
O -0.456 0.872 0.451
C 2.168 -0.497 0.703
C 1.739 -1.923 1.060
O 1.545 -2.110 2.500
H 2.587 2.486 1.845
H 3.765 1.318 1.810
H 1.315 0.159 2.511
H 1.175 1.995 -0.031
H 0.378 2.292 1.588
H -0.232 0.107 -0.084
H 3.258 -0.541 0.760
H 1.925 -0.309 -0.348
H 2.480 -2.661 0.758
H 0.735 -2.241 0.776
H 2.237 -1.620 2.960
O -2.918 -1.516 0.804
H -3.351 -0.665 0.896
H -2.621 -1.798 1.673
O -2.106 0.362 -1.595
H -2.156 0.189 -0.654
H -1.528 -0.274 -2.025
O 0.557 -1.000 -3.069
H 1.017 -0.899 -3.912
H -0.066 -1.703 -3.301
O -1.701 -0.740 3.036
H -1.835 -0.207 3.822
H -0.779 -1.016 2.983
O 0.871 2.169 -2.630
H 0.324 1.413 -2.852
H 0.271 2.888 -2.397
O -2.639 -1.858 -2.855
H -3.210 -1.588 -2.116
H -2.523 -2.742 -2.470
O -1.768 3.044 -1.820
H -2.352 2.341 -2.139
H -1.315 2.564 -1.112
*
```

Computed properties:
- LUMO energy: 0.25 eV
- Highest occupied orbital energy: -9.18 eV
- Calculated total energy: -899.268088 Ha
- Energy relative to the best compared isomer or geometry (same formula, charge and spin): 1.950 eV